Record 1
Here is a structure of composition C30H26LiN2O5Te from the OMol25 dataset. Energies are from the ωB97M-V functional and the def2-TZVPD basis.

```
! wB97M-V def2-TZVPD RIJCOSX def2/J DEFGRID3
* xyz -2 2
Li -2.25838 1.68698 1.53211
O -8.05240 -2.20039 0.69097
C -6.93920 -2.74208 0.84377
O -6.65754 -3.96268 0.91626
C -5.74033 -1.78558 1.00504
C -4.46199 -2.29807 1.19523
C -3.39763 -1.42774 1.33525
N -3.51752 -0.09858 1.28669
C -4.74839 0.41025 1.10314
C -5.86950 -0.40147 0.97116
C -4.83854 1.95395 1.02105
O -5.95095 2.46992 1.10376
O -3.70397 2.51586 0.92061
H -4.33486 -3.37155 1.22962
H -2.38943 -1.80271 1.49289
H -6.84192 0.04926 0.83397
C 4.23991 -3.87463 -3.35751
C 3.32628 -3.01036 -2.52776
C 3.75261 -1.77854 -2.04678
C 2.92963 -0.96249 -1.27262
C 3.49237 0.35319 -0.79448
C 1.62319 -1.38071 -0.97173
Te 0.32146 -0.19141 0.40260
N -0.30659 1.35919 1.74779
C 0.01117 2.06186 2.82538
O -0.84585 2.73779 3.42907
C 1.44408 2.13733 3.32896
C 2.38780 1.13156 3.15776
C 3.68072 1.28202 3.64970
C 4.04713 2.45281 4.30215
C 3.10548 3.46132 4.48064
C 1.80994 3.29626 4.00910
C 0.19096 1.30732 -1.10349
C 0.78009 2.54294 -0.84349
C 0.72235 3.56867 -1.77539
C 0.05247 3.36400 -2.97367
C -0.55755 2.14421 -3.21797
C -0.50871 1.09613 -2.29499
C -1.23348 -0.18721 -2.59854
C 1.18388 -2.62916 -1.43568
C -0.18559 -3.21718 -1.15915
C 2.04137 -3.41603 -2.21152
H 5.21596 -3.40391 -3.48286
H 3.82987 -4.05695 -4.35358
H 4.40042 -4.84918 -2.89104
H 4.75748 -1.43508 -2.27793
H 4.54152 0.44742 -1.07973
H 3.42147 0.46399 0.29046
H 2.94875 1.19394 -1.22631
H 2.10984 0.22372 2.63849
H 4.40144 0.48384 3.51616
H 5.05866 2.57724 4.67037
H 3.37977 4.37672 4.99225
H 1.04684 4.04896 4.16104
H 1.26531 2.70786 0.11047
H 1.17783 4.52596 -1.55334
H -0.01733 4.15983 -3.70598
H -1.11430 1.99554 -4.13683
H -1.77816 -0.10512 -3.53942
H -1.95212 -0.43013 -1.81168
H -0.53739 -1.02374 -2.67860
H -0.83302 -2.58176 -0.56021
H -0.09404 -4.17484 -0.64157
H -0.71021 -3.41155 -2.09797
H 1.67886 -4.37697 -2.57210
*
```

As for the LUMO energy (alpha / beta): 3.7 / 3.6 eV. The HOMO energy (alpha / beta) comes out at -2.79 / -2.82 eV.

=====

Record 2
Here is a cluster of 5 separate species, C31H71NO7P in total from the OMol25 dataset. Energies are from the ωB97M-V functional and the def2-TZVPD basis.

```
! wB97M-V def2-TZVPD RIJCOSX def2/J DEFGRID3
* xyz -1 1
C -2.29740 -3.15343 6.85244
C -2.76004 -2.74054 5.42610
C -1.93481 -1.59648 4.85647
C -1.96073 -1.54298 3.30354
O -2.43622 -0.55374 2.71033
O -1.43205 -2.53567 2.74842
N -2.19450 -0.31151 5.51857
O -1.35153 0.69518 5.02322
C -0.47379 1.14851 6.04567
C 1.02159 0.97236 5.59356
C 1.81326 0.18774 6.65890
O 1.09557 0.36473 4.33273
P -3.81862 0.16862 5.63795
O -4.77351 -0.36145 4.67692
O -3.79701 1.76536 5.51975
O -4.32278 -0.10789 7.15114
H -1.27499 -2.82935 7.02785
H -2.99177 -2.78295 7.60809
H -2.35046 -4.24222 6.90982
H -3.83525 -2.57854 5.36262
H -2.54120 -3.59190 4.78403
H -0.89095 -1.84262 5.08696
H -0.69628 2.18974 6.30957
H -0.65749 0.52754 6.92276
H 1.45159 1.96968 5.48715
H 1.31187 0.17620 7.62655
H 1.99350 -0.84202 6.35171
H 2.77510 0.68150 6.80806
H 1.14976 -0.59039 4.41522
H -3.16579 2.14148 6.14585
H -4.86887 -0.89844 7.05101
C 0.87982 3.26336 2.36062
C 1.74118 3.81228 1.22818
C 2.89279 2.88396 0.84801
C 3.90880 2.62485 1.96053
C 4.57578 3.87409 2.53407
C 5.39633 4.64798 1.50637
H 1.45192 3.15592 3.28411
H 0.04516 3.93601 2.56590
H 0.46699 2.28808 2.10033
H 2.12151 4.80302 1.49938
H 1.11066 3.95885 0.34695
H 3.40505 3.29713 -0.02764
H 2.48161 1.92265 0.52673
H 4.68450 1.95555 1.57211
H 3.42331 2.07823 2.77391
H 5.23823 3.56814 3.34930
H 3.82763 4.53539 2.97975
H 6.16944 4.01145 1.06994
H 5.88950 5.50156 1.97635
H 4.77071 5.03242 0.69906
C -1.94899 -1.10676 -0.33037
C -1.32606 -2.37454 -0.90069
C -0.85498 -2.23542 -2.35046
C -1.95729 -1.92479 -3.36332
C -3.09761 -2.93857 -3.40844
C -2.64959 -4.33711 -3.82229
H -2.85784 -0.82337 -0.87227
H -2.21778 -1.25785 0.71601
H -1.24522 -0.27049 -0.37770
H -2.03616 -3.20222 -0.81043
H -0.46627 -2.64230 -0.28244
H -0.33789 -3.15603 -2.64637
H -0.10301 -1.44064 -2.40458
H -1.50538 -1.85489 -4.36077
H -2.37422 -0.93571 -3.15460
H -3.84501 -2.58702 -4.12837
H -3.60289 -2.98740 -2.44097
H -2.16652 -4.31817 -4.80279
H -3.50788 -5.01001 -3.88509
H -1.95011 -4.76378 -3.10249
C -9.55679 -3.83899 -6.70087
C -8.74550 -2.69767 -7.30699
C -7.23537 -2.89623 -7.19015
C -6.69847 -2.96754 -5.76005
C -7.00563 -1.75519 -4.88366
C -6.38750 -0.46047 -5.40293
H -9.38683 -3.92870 -5.62717
H -10.62455 -3.66975 -6.85120
H -9.29946 -4.79143 -7.16941
H -9.04139 -1.75205 -6.84462
H -9.00116 -2.61289 -8.36720
H -6.73179 -2.08798 -7.72863
H -6.95774 -3.81908 -7.71025
H -5.61352 -3.10419 -5.80605
H -7.09120 -3.86301 -5.26936
H -6.61572 -1.94749 -3.88113
H -8.08625 -1.62626 -4.77231
H -5.30334 -0.55566 -5.49288
H -6.59485 0.36200 -4.71709
H -6.79039 -0.18334 -6.37927
C 6.27554 2.07384 -1.43411
C 7.14867 2.60415 -2.56719
C 8.30708 1.67600 -2.92794
C 9.31848 1.43653 -1.80633
C 9.97478 2.69665 -1.24533
C 10.79587 3.46443 -2.27727
H 6.83603 1.98163 -0.50215
H 5.44166 2.75227 -1.25035
H 5.86266 1.09477 -1.68521
H 7.52425 3.59788 -2.30599
H 6.52485 2.73713 -3.45513
H 8.82290 2.08022 -3.80440
H 7.90223 0.70837 -3.24062
H 10.09925 0.76689 -2.18193
H 8.83309 0.89840 -0.98736
H 10.63403 2.40464 -0.42326
H 9.22012 3.35839 -0.81176
H 11.57648 2.83067 -2.70387
H 11.28003 4.32625 -1.81478
H 10.17311 3.83645 -3.09223
*
```

As for the LUMO energy: 2.3 eV. The HOMO energy comes out at -4.48 eV.

=====

Record 3
Here is the molecule C6H8NP3 from the OMol25 dataset. Energies are from the ωB97M-V functional and the def2-TZVPD basis.

```
! wB97M-V def2-TZVPD RIJCOSX def2/J DEFGRID3
* xyz 0 1
C 2.46286 -0.23776 0.24309
C 1.12087 -0.32882 0.15951
C 3.64243 -0.29376 0.02537
C -0.08766 -0.40214 0.08839
C 5.08604 -0.08794 0.19007
C -1.45641 -0.54702 0.00432
N -3.82063 2.62409 -0.21081
P -3.77316 1.16724 0.34783
P -2.55933 0.23811 -1.03908
P -2.17613 -2.19288 0.52829
H 5.68344 0.72663 -0.35651
H 5.52624 -1.12381 0.05973
H 5.06642 0.20572 1.25613
H -4.02097 3.41875 0.38439
H -1.74204 1.06280 -1.52726
H -3.08999 -0.33457 -2.25686
H -2.36948 -1.85274 1.89421
H -3.49247 -2.04191 0.20918
*
```

As for the LUMO energy (alpha / beta): -1.0 / -1.0 eV. The HOMO energy (alpha / beta) comes out at -7.10 / -7.10 eV. The relative energy (zero: lowest compared OMol25 entry of this formula, charge and spin) comes out at 18.6 kcal per mole. As for the SMILES: [H]/N=P/[PH2]=C(P)C#CC#CC.

=====

Record 4
Here is the ion C3H2IO3 with charge +1 from the OMol25 dataset. Energies are from the ωB97M-V functional and the def2-TZVPD basis.

```
! wB97M-V def2-TZVPD RIJCOSX def2/J DEFGRID3
* xyz 1 1
C 0.62331 -0.46565 0.32653
C 1.18263 -3.03641 0.12595
C -0.15710 -0.19138 -0.95206
O 1.84272 -3.95388 0.10770
O -0.65330 -0.90903 -1.75282
O 0.52299 -2.11991 0.44606
I 2.59578 0.34690 -0.13063
H 0.19355 -0.13814 1.29470
H -0.18504 0.92628 -1.10110
*
```

As for the LUMO energy: -6.0 eV. The HOMO energy comes out at -15.17 eV. The relative energy (zero: lowest compared OMol25 entry of this formula, charge and spin) comes out at 49.8 kcal per mole.

=====

Record 5
Here is a cluster of 2 separate species, H4O2 in total from the OMol25 dataset. Energies are from the ωB97M-V functional and the def2-TZVPD basis.

```
! wB97M-V def2-TZVPD RIJCOSX def2/J DEFGRID3
* xyz 0 1
H 1.30772 -0.36425 1.37748
H 1.88321 0.77644 0.62938
H -1.34467 -1.01980 -0.41276
H -0.53676 0.28584 -0.32351
O 1.16438 0.16056 0.59190
O -1.32807 -0.12034 -0.75072
*
```

As for the LUMO energy: 0.6 eV. The HOMO energy comes out at -10.76 eV. The relative energy (zero: lowest compared OMol25 entry of this formula, charge and spin) comes out at 2.1 kcal per mole. As for the SMILES: O.O.

=====

Record 6
Here is a cluster of 6 separate species, H12O5S2 in total from the OMol25 dataset. Energies are from the ωB97M-V functional and the def2-TZVPD basis.

```
! wB97M-V def2-TZVPD RIJCOSX def2/J DEFGRID3
* xyz 0 1
S 0.68945 -1.74271 1.35419
S 2.11968 -1.65869 -0.03609
H -0.41760 -2.07626 0.67367
H 2.11022 -0.43614 -0.60493
H -1.30050 2.61788 1.76979
H -1.71957 1.10131 1.66347
O -0.99556 1.71757 1.90084
H -1.09726 3.36641 -2.77265
H -0.31359 2.54513 -1.70247
O -0.53102 2.61577 -2.65004
H -2.58245 -0.04475 -0.05645
H -2.96868 -0.65069 1.32616
O -3.00663 0.13555 0.78768
H 1.12740 2.22135 -0.34237
H 0.05388 1.52743 0.59020
O 0.60268 1.42559 -0.22896
H -0.26779 0.39108 -1.50297
H -0.84345 -0.01814 -2.86297
O -0.62225 -0.39693 -1.98441
*
```

As for the LUMO energy: 0.1 eV. The HOMO energy comes out at -9.09 eV. The relative energy (zero: lowest compared OMol25 entry of this formula, charge and spin) comes out at 8.0 kcal per mole. As for the SMILES: SS.O.O.O.O.O.